Below is the ion C4H9N5O4S with charge +2 in a non-equilibrium geometry, with properties calculated with ωB97M-V/def2-TZVPD.

Element x y z (Å)
C1 -1.96 -0.29 -0.20
C2 0.17 0.09 -1.53
C3 -2.46 -2.60 -0.30
C4 3.02 1.51 1.94
N1 -1.94 -1.55 -0.64
N2 -1.02 0.50 -0.81
N3 1.25 0.04 -0.85
N4 -2.86 0.19 0.65
N5 -0.02 -0.29 -2.78
O1 -2.74 -3.69 -0.17
O2 0.31 1.02 1.39
O3 0.90 -1.43 1.03
O4 2.63 0.18 1.40
S1 1.19 -0.07 1.04
H1 3.91 1.39 2.54
H2 2.18 1.89 2.44
H3 3.15 2.09 1.08
H4 -1.03 1.37 -0.31
H5 2.07 -0.33 -1.35
H6 -3.58 -0.43 1.07
H7 -2.94 1.10 1.08
H8 -0.89 -0.12 -3.23
H9 0.66 -0.55 -3.50

Computed properties:
**Gap between HOMO and LUMO**: 11.3 eV
**SMILES**: COS(=O)(=O)NC(=[NH2+])NC(=[NH2+])N=C=O
**Total charge**: +2
**HOMO energy**: -19.0 eV

Below is the ion C4H9NO with charge -1 in a non-equilibrium geometry, with properties calculated with ωB97M-V/def2-TZVPD.

Element x y z (Å)
C1 1.15 1.00 1.25
N1 -0.20 0.48 0.96
C2 0.30 -1.46 -0.53
C3 -0.33 -0.08 -0.39
C4 -1.71 0.06 -0.96
O1 -2.22 -0.70 -1.84
H1 1.31 2.02 0.91
H2 1.28 0.94 2.34
H3 1.85 0.25 0.84
H4 -0.87 1.24 1.07
H5 0.17 -2.04 0.39
H6 -0.24 -1.98 -1.34
H7 1.34 -1.41 -0.83
H8 0.29 0.61 -1.07
H9 -2.12 1.07 -0.79

Computed properties:
**Gap between HOMO and LUMO (alpha / beta)**: 3.7 / 7.4 eV
**Spin multiplicity**: 2
**⟨S²⟩**: 0.75
**Total charge**: -1
**HOMO energy (alpha / beta)**: 0.4 / -3.3 eV

Below is a cluster of 2 separate species, C4H9NO in total in a non-equilibrium geometry, with properties calculated with ωB97M-V/def2-TZVPD.

Element x y z (Å)
C1 -1.34 1.99 0.99
C2 -0.34 1.46 1.72
N1 0.26 0.25 1.43
H1 -1.39 1.83 -0.08
H2 -1.96 2.79 1.37
H3 0.31 1.98 2.43
H4 -0.31 -0.45 0.96
H5 0.68 -0.24 2.21
O1 -0.12 -1.93 -0.57
C3 0.47 -1.55 -1.55
C4 0.82 -0.13 -1.86
H6 0.98 -2.28 -2.21
H7 0.27 0.57 -1.25
H8 0.82 0.06 -2.93
H9 1.88 0.02 -1.60

Computed properties:
**Gap between HOMO and LUMO**: 8.9 eV
**SMILES**: C=CN.CC=O
**HOMO energy**: -7.9 eV

Below is the molecule C4H9NO, with properties calculated with ωB97M-V/def2-TZVPD.

Element x y z (Å)
C1 -1.50 -0.88 -0.06
N1 -0.37 -0.10 0.39
C2 -0.61 1.31 0.14
C3 0.84 -0.56 -0.25
C4 2.11 0.02 0.35
O1 3.15 0.10 -0.25
H1 -1.67 -0.79 -1.15
H2 -2.41 -0.55 0.45
H3 -1.34 -1.94 0.17
H4 -1.52 1.63 0.67
H5 0.22 1.92 0.53
H6 -0.73 1.54 -0.93
H7 0.87 -0.37 -1.34
H8 0.92 -1.64 -0.12
H9 2.04 0.31 1.42

Computed properties:
**Gap between HOMO and LUMO**: 10.2 eV
**SMILES**: CN(C)CC=O
**HOMO energy**: -9.2 eV

Below is a cluster of 2 separate species, C4H9NO in total in a non-equilibrium geometry, with properties calculated with ωB97M-V/def2-TZVPD.

Element x y z (Å)
C1 -1.32 -1.68 -1.17
C2 -1.55 -0.68 -0.30
N1 -1.90 0.63 -0.59
H1 -0.94 -1.48 -2.17
H2 -1.61 -2.70 -0.97
H3 -1.45 -0.87 0.77
H4 -2.37 0.75 -1.48
H5 -1.22 1.37 -0.45
C3 1.92 1.00 -0.08
C4 1.72 0.41 1.10
O1 1.73 1.06 2.29
H6 1.93 0.30 -0.89
H7 2.23 2.03 -0.12
H8 1.53 -0.66 1.12
H9 1.30 0.53 2.95

Computed properties:
**Gap between HOMO and LUMO**: 9.3 eV
**SMILES**: C=CN.C=CO
**HOMO energy**: -8.5 eV

Below is the molecule C4H9NO in a non-equilibrium geometry, with properties calculated with ωB97M-V/def2-TZVPD.

Element x y z (Å)
C1 -0.36 -0.90 -1.14
C2 -0.27 -0.34 0.15
C3 -0.60 1.18 0.33
C4 1.22 0.05 0.12
H1 -0.24 -0.19 -1.95
H2 0.38 -1.76 -1.44
H3 -1.39 -1.35 -1.00
H4 -1.63 -1.28 1.24
H5 -1.36 1.79 -0.20
H6 -0.77 1.08 1.48
H7 1.39 2.11 0.50
H8 1.65 -0.19 1.27
H9 1.81 -0.53 -0.63
N1 0.72 1.38 0.05
O1 -0.56 -1.04 1.21

Computed properties:
**Gap between HOMO and LUMO**: 9.2 eV
**SMILES**: CC1(O)CNC1
**HOMO energy**: -8.4 eV